(1)
# C3H4N2O

A single C3H4N2O molecule (ωB97M-V/def2-TZVPD, the Open Molecules 2025 dataset).

Results
Orbital gap, eV: 9.832
Calculated total energy, eV: -8201.1454
Multiplicity: 1
Relative energy (zero: lowest compared OMol25 entry of this formula, charge and spin), kJ/mol: 264.37
Maximum force, Eh/bohr: 0.01104
SMILES: N[C@]1(C=O)C=N1

```
10
Properties=species:S:1:pos:R:3:nbo_charge:R:1
N 1.388 -0.215 -0.100 -0.826
C 0.020 0.108 -0.014 0.063
C -0.443 1.435 0.302 0.040
N -0.631 0.676 1.288 -0.289
C -0.883 -0.936 -0.585 0.420
O -0.521 -2.080 -0.726 -0.517
H 1.540 -1.212 0.002 0.395
H 1.975 0.315 0.532 0.376
H -0.472 2.501 0.094 0.215
H -1.923 -0.614 -0.790 0.123
```


(2)
# C4H11N2O2S

A gas-phase ion, C4H11N2O2S (charge +1) in a non-equilibrium geometry (ωB97M-V/def2-TZVPD, the Open Molecules 2025 dataset).

Results
Orbital gap, eV: 9.845
Total charge: +1
Calculated total energy, eV: -22226.8326
Multiplicity: 1
Relative energy (zero: lowest compared OMol25 entry of this formula, charge and spin), kJ/mol: 184.72
Maximum force, Eh/bohr: 0.11531

```
20
Properties=species:S:1:pos:R:3:nbo_charge:R:1
C -0.578 -0.291 1.519 -0.241
C -1.064 -1.043 -0.704 -0.108
C -1.540 0.041 0.343 -0.110
C 2.986 -0.496 -0.577 -0.835
N 0.701 -0.730 0.808 -0.344
N -1.298 1.386 -0.229 -0.714
O 1.218 1.488 -0.333 -1.028
O 0.268 -1.497 -0.258 -0.362
S 1.949 0.448 0.525 1.419
H -0.454 0.675 2.078 0.230
H -0.949 -1.098 2.034 0.239
H -1.735 -1.874 -0.719 0.222
H -0.988 -0.678 -1.751 0.203
H -2.610 -0.132 0.630 0.258
H 2.886 -0.199 -1.510 0.250
H 2.855 -1.610 -0.673 0.288
H 3.990 -0.358 -0.078 0.261
H -0.313 1.660 -0.550 0.496
H -1.600 2.134 0.467 0.442
H -1.803 1.480 -1.101 0.434
```